C6H15N3O2 | ωB97M-V/def2-TZVPD

Structure (XYZ):
```
26
Properties=species:S:1:pos:R:3:forces:R:3:lowdin_charge:R:1
O -1.74854 -0.24006 2.39247 -0.61 0.19 1.32 0.093
O -3.63311 -1.28807 1.60310 0.63 0.41 0.77 0.107
N 3.28826 -0.26237 -1.99183 -0.34 -0.13 0.87 0.117
N 3.13196 0.66104 0.16490 0.05 -0.87 2.85 0.079
N 1.16506 0.13728 -1.08758 0.01 0.94 -1.11 0.008
C 1.04321 2.67351 -0.56436 -0.26 -0.95 -1.36 -0.089
C -1.57402 -1.36691 0.44239 1.74 -1.03 -0.83 -0.182
C -2.46100 -0.99909 1.53902 -0.85 0.22 -0.48 -0.570
C 0.38665 1.24791 -0.52289 -1.80 1.56 -0.72 -0.264
C 2.57554 0.21971 -1.04907 -1.07 -0.70 -0.49 -0.576
C -2.23153 -1.31503 -0.97376 1.91 -1.12 1.24 -0.062
H -2.95427 -2.14125 -0.98626 -0.04 0.63 -0.45 0.082
H -0.54642 1.42048 -1.15556 1.10 -0.79 0.56 0.125
H 0.79854 -0.09950 -2.02940 0.81 -0.01 0.95 0.132
H 2.70336 0.23483 1.02093 0.28 -0.18 -1.33 0.111
H 1.63397 2.61512 -1.49990 0.51 0.29 0.76 0.085
H 0.34755 3.48644 -0.83964 -0.07 -0.48 0.79 0.074
H -1.26263 -2.42825 0.66618 -0.39 0.77 -0.37 0.148
H -2.27355 -0.05250 3.19019 -0.04 -0.01 -0.23 0.132
H 1.61205 2.89401 0.33376 0.08 0.34 -0.25 0.051
H -2.61233 -0.33748 -1.21935 -0.39 0.14 -0.04 0.067
H -0.59887 -0.81511 0.56694 -1.24 -0.51 -0.58 0.087
H -0.03593 0.98688 0.44852 0.42 0.20 0.18 0.076
H -1.35424 -1.54922 -1.60552 -0.80 0.05 -0.30 0.069
H 4.18738 -0.44497 -1.53959 0.22 0.48 -0.62 0.046
H 3.09530 1.62114 0.46083 0.13 0.55 -1.10 0.053
```
Positions in Å, forces in eV/Å.

Computed properties:
relative energy (zero: lowest compared OMol25 entry of this formula, charge and spin) = 54.1 kJ/mol
E = -15029.965 eV
HOMO energy = -9.34 eV
SMILES string = [H]/N=C(\N)NCC.CCC(=O)O